Entry from the Open Molecules 2025 dataset: a molecular structure, C29H27IrN12O8S2 in a non-equilibrium geometry (ωB97M-V with the def2-TZVPD basis set).

molecular weight = 927.96 g mol⁻¹
LUMO energy (alpha / beta) = -4.38 / -4.38 eV
strongest force on any atom = 0.0231 hartree/bohr
electronic energy = -89273.987 eV

```
! RIJCOSX wB97M-V def2-TZVPD def2/J DEFGRID3
* xyz 1 2
Ir -0.411 -0.992 1.026
C 4.561 -2.044 1.759
C 3.194 -2.085 2.010
N 2.418 -1.055 1.710
C 2.985 -0.002 1.151
C 4.346 0.021 0.861
N 5.135 -0.996 1.178
C 2.066 1.108 0.816
C 2.568 2.389 0.636
C 1.741 3.454 0.317
C 0.390 3.158 0.178
C -0.064 1.867 0.363
N 0.747 0.840 0.703
C -1.486 1.536 0.235
C -2.428 2.387 -0.326
N -3.709 2.071 -0.439
C -4.065 0.887 0.037
C -3.153 0.002 0.590
N -1.850 0.314 0.666
C 2.266 4.834 0.144
C 1.417 5.934 0.083
C 1.957 7.200 -0.079
N 3.261 7.436 -0.185
C 4.073 6.386 -0.128
C 3.630 5.081 0.035
H 5.201 -2.878 2.019
H 2.717 -2.960 2.431
H 4.811 0.852 0.345
H 3.623 2.545 0.792
H -0.317 3.932 -0.071
H -2.133 3.349 -0.722
H -5.107 0.603 -0.038
H -3.449 -0.958 0.976
H 0.344 5.841 0.177
H 1.307 8.066 -0.123
H 5.133 6.591 -0.219
H 4.363 4.288 0.054
O -0.035 -1.588 -0.901
S 0.795 -2.840 -0.595
O 2.151 -2.743 -1.005
O 0.601 -2.953 0.887
O 0.139 -4.009 -1.310
C 1.347 0.613 -4.193
C 0.111 -0.183 -3.877
C -1.036 0.433 -3.386
C -2.163 -0.309 -3.068
C -2.136 -1.683 -3.256
C -1.018 -2.319 -3.780
C 0.099 -1.563 -4.081
S -3.494 -2.638 -2.706
O -4.590 -1.752 -2.454
O -3.613 -3.836 -3.471
N -3.015 -3.123 -1.181
C -2.378 -4.293 -0.840
C -2.416 -4.644 0.634
C -1.806 -3.612 1.578
O -1.327 -3.914 2.636
O -1.886 -2.364 1.102
H 1.241 1.652 -3.885
H 1.552 0.599 -5.265
H 2.216 0.187 -3.689
H -1.047 1.509 -3.254
H -3.061 0.164 -2.688
H -1.022 -3.390 -3.935
H 0.983 -2.052 -4.471
H -2.941 -2.391 -0.485
H -0.944 -4.049 -1.031
H -2.561 -5.100 -1.546
H -1.902 -5.584 0.821
H -3.467 -4.789 0.918
N -2.199 -1.213 5.982
N -1.376 -0.844 4.939
N -0.373 -0.010 5.100
C 0.060 0.117 3.858
N -0.680 -0.621 3.020
N -1.609 -1.232 3.733
H -1.638 -1.204 6.827
H -2.543 -2.147 5.788
H 0.901 0.718 3.565
*
```